--- 1 ---
This record from OMol25 describes a gas-phase ion, C5H7N2 (charge +1). The level of theory is the ωB97M-V functional and the def2-TZVPD basis.

Properties
SMILES string: C[C@@H]1C#[N+]CC=N1
Total charge: +1
Frontier orbital gap in eV: 9.6
E_HOMO in eV: -15.637

```
14
Properties=species:S:1:pos:R:3:nbo_charge:R:1
C -2.050 -0.333 0.368 -0.620
C -0.967 -0.120 -0.647 -0.071
C 0.175 -1.195 -0.423 0.545
N 1.329 -1.117 -0.131 -0.287
C 2.031 0.037 0.245 -0.311
C 1.074 1.166 -0.092 0.180
N -0.109 0.984 -0.424 -0.282
H -2.734 0.598 0.505 0.280
H -1.565 -0.782 1.223 0.235
H -2.609 -1.106 -0.104 0.247
H -1.276 -0.163 -1.744 0.289
H 3.053 -0.100 -0.131 0.285
H 2.114 0.045 1.282 0.264
H 1.534 2.086 0.074 0.248
```

--- 2 ---
This record from OMol25 describes a gas-phase ion, C5H7N2 (charge +1). The level of theory is the ωB97M-V functional and the def2-TZVPD basis.

Properties
SMILES string: C1=[NH+][C@@]23CC[C@@]12N3
Total charge: +1
Frontier orbital gap (spin up / spin down) in eV: 8.4 / 8.4
E_HOMO (spin up / spin down) in eV: -14.080 / -14.080

```
14
Properties=species:S:1:pos:R:3:nbo_charge:R:1
C 1.228 0.610 -0.784 0.266
N 1.471 0.581 0.507 -0.450
C 0.364 -0.366 0.825 0.296
C -1.032 0.258 0.927 -0.402
C -1.405 -0.021 -0.530 -0.411
C 0.076 -0.338 -0.778 0.063
N 0.428 -1.507 0.023 -0.510
H 1.689 1.245 -1.511 0.250
H 2.388 0.731 0.882 0.439
H -1.750 -0.266 1.729 0.269
H -1.010 1.256 1.035 0.239
H -1.742 0.792 -1.250 0.257
H -1.988 -1.052 -0.753 0.271
H 1.283 -1.926 -0.323 0.423
```

Stability order, top to bottom: 1, 2